Here is a structure of composition C36H46AsNO3S5SbTi in a non-equilibrium geometry from the Open Molecules 2025 dataset. Energies are from ωB97M-V with the def2-TZVPD basis set.

Element x y z (Å)
Ti: -0.2302 0.4176 -1.9195
C: 0.4771 -1.8522 -4.4804
O: -0.2748 -1.7661 -3.2693
C: -1.5552 -2.3498 -3.4091
C: -2.1340 -2.5848 -2.0462
O: -2.3690 -1.3595 -1.3387
C: -3.7532 -1.1072 -1.1161
C: -4.4402 -0.4011 -2.2545
O: -4.0819 0.9476 -2.2177
C: -4.6297 1.7172 -3.2634
H: 0.6190 -2.9088 -4.7326
H: 1.4340 -1.3634 -4.3162
H: -0.0314 -1.3220 -5.2893
H: -1.4643 -3.3180 -3.9204
H: -2.1796 -1.6881 -4.0242
H: -1.4303 -3.1691 -1.4514
H: -3.0642 -3.1541 -2.1317
H: -3.8320 -0.5154 -0.2003
H: -4.2563 -2.0647 -0.9396
H: -5.5306 -0.5212 -2.1381
H: -4.1575 -0.8594 -3.2146
H: -5.7243 1.7472 -3.1843
H: -4.3438 1.3101 -4.2389
H: -4.2245 2.7242 -3.1722
S: 0.8411 4.2257 -4.4863
Sb: 0.7892 1.9836 -4.5919
S: -1.3325 0.9768 -3.9359
S: 1.8719 0.8346 -2.6928
S: 1.5077 0.9523 -6.4711
C: 7.2153 1.1037 2.0447
C: 5.7680 0.8857 1.6939
C: 4.7749 1.7104 2.1934
C: 3.4322 1.5399 1.8620
C: 2.4496 2.5287 2.4516
C: 3.0652 0.4727 1.0180
As: 1.1230 0.5195 0.7290
N: 0.3860 -0.7596 -0.4704
C: 0.4509 -2.1621 -0.2359
C: -0.1990 -2.7234 0.8591
C: -0.1794 -4.0992 1.0608
C: 0.4763 -4.9364 0.1687
C: 1.1134 -4.3786 -0.9348
C: 1.0994 -3.0075 -1.1337
C: 0.4363 -0.1558 2.4346
C: 1.1208 -0.9484 3.3640
C: 2.4796 -1.5670 3.1376
C: 0.4920 -1.2605 4.5729
C: -0.7921 -0.8354 4.8748
C: -1.4472 -1.2056 6.1777
C: -1.4617 -0.0759 3.9242
C: -0.8675 0.2710 2.7167
C: -1.6529 1.1040 1.7345
C: 4.0609 -0.3355 0.4677
C: 3.7486 -1.4393 -0.4907
C: 5.3879 -0.1233 0.8221
H: 7.3174 1.7996 2.8773
H: 7.7689 1.5165 1.1991
H: 7.7033 0.1689 2.3246
H: 5.0451 2.5260 2.8567
H: 2.9843 3.2515 3.0685
H: 1.7017 2.0514 3.0889
H: 1.9100 3.0803 1.6779
H: -0.7482 -2.0857 1.5419
H: -0.6918 -4.5142 1.9201
H: 0.4906 -6.0068 0.3263
H: 1.6318 -5.0091 -1.6470
H: 1.6009 -2.5756 -1.9870
H: 2.5376 -2.0523 2.1623
H: 2.6589 -2.3241 3.9006
H: 3.2951 -0.8432 3.1818
H: 1.0285 -1.8729 5.2897
H: -0.7390 -1.6925 6.8474
H: -2.2830 -1.8906 6.0206
H: -1.8437 -0.3265 6.6882
H: -2.4731 0.2633 4.1231
H: -2.6433 1.3315 2.1290
H: -1.7837 0.5797 0.7789
H: -1.1581 2.0490 1.4919
H: 3.0502 -1.1003 -1.2520
H: 3.2965 -2.2949 0.0175
H: 4.6550 -1.7818 -0.9904
H: 6.1474 -0.7664 0.3887
S: -0.3414 2.7561 -1.3596
C: -1.8716 3.6146 -1.1959
C: -1.8563 4.9540 -1.6046
C: -2.9755 5.7536 -1.4422
C: -4.1376 5.2381 -0.8799
C: -4.1617 3.9069 -0.4874
C: -3.0409 3.1019 -0.6439
H: -0.9595 5.3406 -2.0715
H: -2.9443 6.7855 -1.7700
H: -5.0112 5.8649 -0.7551
H: -5.0624 3.4843 -0.0572
H: -3.0779 2.0648 -0.3534

**Charge**: -1
**Highest occupied orbital energy**: -4.5 eV
**E_LUMO**: 0.0771 hartree